# C49H50AsEuN8O4PS2

C49H50AsEuN8O4PS2 as an isolated structure in a non-equilibrium geometry (ωB97M-V/def2-TZVPD, the Open Molecules 2025 dataset).

Each line ends with the Löwdin charge.
Cartesian coordinates (Å):
Eu -0.07278 0.07934 -0.33032  1.659
C 6.67157 -0.58327 -0.08198  -0.091
C 6.43163 -1.25462 1.13056  -0.096
C 5.16767 -1.26099 1.70321  -0.036
C 4.14054 -0.59872 1.03653  -0.128
C 2.72866 -0.42336 1.34250  -0.327
N 2.14791 -0.95249 2.42446  0.116
C 0.85200 -0.77109 2.70321  -0.297
C 0.20494 -1.34869 3.86994  -0.114
C 0.67568 -2.16491 4.89611  -0.029
C -0.22868 -2.59966 5.85506  -0.091
C -1.57966 -2.20738 5.80732  -0.091
C -2.04118 -1.36076 4.81020  -0.032
C -1.13666 -0.93927 3.83586  -0.134
C -1.28073 -0.09464 2.66786  -0.308
N -2.42388 0.55684 2.37036  0.135
C -2.52031 1.41682 1.35037  -0.344
N -1.58018 1.69618 0.38792  -0.006
C -2.07619 2.69087 -0.44484  -0.282
N -1.43453 3.34308 -1.41732  0.167
C -0.15920 3.11208 -1.71954  -0.285
N 0.67185 2.11158 -1.24058  -0.012
C 1.92866 2.28962 -1.78497  -0.299
N 3.03650 1.59938 -1.54453  0.151
C 3.13281 0.71071 -0.54434  -0.281
N 2.15255 0.33275 0.35746  -0.021
C 4.38629 0.08835 -0.15942  -0.119
C 5.65612 0.10573 -0.73055  -0.018
C 1.89767 3.44227 -2.68466  -0.117
C 2.88605 4.04978 -3.44608  -0.017
C 2.54462 5.18855 -4.16550  -0.086
C 1.24341 5.70750 -4.11814  -0.086
C 0.25830 5.09753 -3.35129  -0.015
C 0.60265 3.95714 -2.63761  -0.116
C -3.43354 3.01071 -0.02571  -0.119
C -4.37192 3.91602 -0.51016  -0.019
C -5.59020 4.00654 0.15141  -0.089
C -5.86034 3.22064 1.28483  -0.092
C -4.91739 2.32749 1.77297  -0.022
C -3.70581 2.22622 1.10029  -0.135
N -0.08071 -0.05647 1.98849  -0.005
H 7.67087 -0.59398 -0.50566  0.097
H 7.25242 -1.76174 1.63123  0.096
H 4.98635 -1.75193 2.65559  0.109
H 1.72524 -2.43821 4.94711  0.107
H 0.10970 -3.24450 6.66067  0.096
H -2.26569 -2.56767 6.56836  0.096
H -3.07527 -1.02187 4.78875  0.112
H 5.83574 0.64906 -1.65486  0.111
H 3.89341 3.64459 -3.46899  0.111
H 3.29731 5.69335 -4.76249  0.097
H 1.00719 6.60468 -4.68238  0.098
H -0.75036 5.49453 -3.30129  0.111
H -4.14686 4.53142 -1.37571  0.110
H -6.34529 4.70120 -0.20499  0.097
H -6.81665 3.32542 1.79131  0.097
H -5.11087 1.72571 2.65785  0.111
C -6.82037 -4.56971 -3.64951  -0.046
C -5.93642 -3.70110 -2.77999  -0.260
C -4.63680 -4.09861 -2.46134  -0.030
C -3.83010 -3.32638 -1.64043  -0.082
C -4.32620 -2.13360 -1.13886  -0.403
C -5.60077 -1.69063 -1.46889  -0.068
C -6.40033 -2.48191 -2.28746  -0.033
S -3.41339 -1.17563 0.03673  0.989
C -3.58651 -2.31735 1.38736  -0.190
O -1.96174 -1.29741 -0.39919  -0.690
H -6.46916 -5.60325 -3.66612  0.076
H -6.83399 -4.20578 -4.68187  0.086
H -7.84998 -4.56290 -3.28855  0.080
H -4.25400 -5.03631 -2.85765  0.116
H -2.81786 -3.64098 -1.39169  0.114
H -5.96193 -0.73688 -1.08623  0.117
H -7.39997 -2.14509 -2.54923  0.119
H -4.65638 -2.43963 1.57620  0.077
H -3.08897 -1.88520 2.25285  0.026
H -3.12301 -3.26090 1.08313  0.072
C 3.71847 -4.30349 -0.50842  -0.249
As 2.09969 -4.10362 0.48921  0.701
C 1.24811 -5.81890 0.39410  -0.270
C 2.62221 -3.97049 2.32311  -0.237
S 0.84432 -2.70030 -0.43661  0.169
H 4.23188 -5.21097 -0.19166  0.041
H 4.34814 -3.43123 -0.33501  0.029
H 3.45242 -4.36320 -1.55857  0.034
H 0.34578 -5.77605 0.99496  0.034
H 0.98798 -6.02402 -0.63965  0.032
H 1.91748 -6.58814 0.77824  0.041
H 1.90575 -4.53999 2.91183  0.038
H 2.60876 -2.92185 2.62430  -0.012
H 3.61982 -4.40276 2.41046  0.044
C -0.84612 -3.87342 -4.74223  -0.065
C -0.88950 -2.86124 -3.62613  -0.303
O -0.24411 -1.65883 -4.09104  -0.297
P 0.21745 -0.48065 -3.09174  0.742
O 0.82677 0.49875 -4.20932  -0.282
C 1.95142 0.10834 -5.04312  -0.247
C 3.20153 -0.18403 -4.24153  -0.082
O -1.15105 0.31993 -2.73039  -0.401
C -1.89805 1.12473 -3.68040  -0.240
C -2.68420 0.25205 -4.63413  -0.057
H -1.32973 -4.80301 -4.42352  0.077
H 0.18842 -4.09457 -5.01673  0.080
H -1.36529 -3.49691 -5.62774  0.080
H -0.38972 -3.22873 -2.73467  0.033
H -1.91979 -2.61534 -3.36333  0.093
H 2.10006 0.94949 -5.71282  0.118
H 1.65047 -0.75697 -5.63461  0.107
H 3.45591 0.65291 -3.58616  0.050
H 4.03168 -0.36817 -4.93209  0.083
H 3.07611 -1.07280 -3.61320  0.071
H -1.20703 1.77861 -4.19932  0.112
H -2.54899 1.73823 -3.07368  0.104
H -2.02766 -0.34576 -5.26821  0.072
H -3.29263 0.89786 -5.27508  0.085
H -3.35382 -0.41970 -4.08700  0.076

E ... -6720.17649 Ha
Energy relative to the best compared isomer or geometry (same formula, charge and spin) ... 0.00 kJ/mol
Charge ... 0
Lowest unoccupied orbital energy (spin up / spin down) ... 0.0056 / -0.0551 Ha
Orbital gap (spin up / spin down) ... 4.69 / 6.67 eV
Strongest force on any atom ... 1.112 eV/A
Multiplicity ... 8